Computed, not measured: a structure of composition C25H21CsN4O5 at a distorted geometry, with ωB97M-V/def2-TZVPD.

Calculated values
Energy (eV): -43013.8411
Frontier orbital gap (eV): 7.572
2S+1: 1
Net charge: 0
LUMO level (eV): -0.05
F_max (eV/A): 1.5

Atoms and positions in Å:
Cs: 0.338 -1.496 -0.325
O: 4.629 1.617 1.593
C: 3.596 0.804 1.281
O: 2.656 1.169 0.629
C: 3.775 -0.568 1.886
O: 2.866 -1.415 1.277
C: 2.901 -2.771 1.765
C: 1.764 -3.466 1.014
O: 2.042 -3.937 -0.100
O: 0.611 -3.298 1.501
H: 4.387 2.480 1.218
H: 3.591 -0.459 2.966
H: 4.814 -0.896 1.761
H: 2.724 -2.765 2.845
H: 3.870 -3.211 1.519
N: -0.268 2.147 1.089
C: -0.858 2.284 2.328
C: -1.394 3.459 2.794
C: -2.017 3.519 4.062
C: -2.116 2.420 4.861
C: -1.583 1.186 4.400
C: -1.653 -0.011 5.154
C: -1.131 -1.158 4.644
C: -0.522 -1.134 3.365
N: -0.434 -0.045 2.638
C: -0.958 1.109 3.147
H: 0.098 2.984 0.667
H: 0.367 1.363 1.024
H: -1.337 4.353 2.184
H: -2.416 4.469 4.393
H: -2.587 2.470 5.834
H: -2.124 0.003 6.130
H: -1.168 -2.094 5.186
H: -0.102 -2.039 2.933
C: -3.784 0.712 -2.086
C: -2.574 0.670 -1.374
N: -1.426 0.320 -1.911
C: -1.407 -0.036 -3.215
C: -2.563 -0.045 -4.004
C: -3.771 0.350 -3.405
C: -2.497 -0.444 -5.388
C: -1.330 -0.812 -5.943
C: -0.112 -0.812 -5.171
C: 1.118 -1.192 -5.735
C: 2.245 -1.181 -4.961
C: 2.123 -0.786 -3.619
N: 0.989 -0.418 -3.063
C: -0.129 -0.431 -3.825
H: -4.691 1.024 -1.586
H: -2.543 0.951 -0.324
H: -4.681 0.363 -3.994
H: -3.410 -0.444 -5.972
H: -1.286 -1.115 -6.982
H: 1.160 -1.492 -6.775
H: 3.210 -1.471 -5.350
H: 2.999 -0.781 -2.977